Entry 1:
Here is an isolated ion of composition C5H10NO3 and charge -1 from OMol25. Energies are from ωB97M-V/def2-TZVPD.

multiplicity: 1
frontier orbital gap: 0.272 Ha
relative energy (zero: lowest compared OMol25 entry of this formula, charge and spin): 502.3 kJ/mol
maximum force: 5.302 eV Å⁻¹
total charge: -1
SMILES string: [O-][C@@]1(CO)CCCN1O
DFT total energy: -476.91063 Ha
HOMO: -3.3 eV

Last column: Löwdin charge in e.
Atoms and positions in Å:
O -0.79 -1.55 0.57  -0.1504
O -2.81 0.02 0.96  -0.1168
C -1.89 0.57 0.06  -0.2219
H 2.22 -1.08 -0.98  0.1393
C 0.51 0.41 1.14  -0.1218
C 1.61 0.89 0.21  -0.1852
H -2.35 -0.78 1.34  0.0896
H 2.44 0.94 0.77  0.0357
C -0.64 -0.31 0.30  -0.5659
O -0.08 -1.65 -1.70  -0.1835
N 0.15 -0.36 -1.28  -0.1927
H -1.64 1.62 0.10  0.0940
C 1.54 -0.08 -1.03  -0.2256
H 0.10 1.24 1.74  0.1044
H -0.43 -2.04 -0.73  0.0818
H 1.53 1.94 -0.14  0.1019
H 1.79 0.30 -2.00  0.0667
H -2.23 0.33 -1.05  0.1344
H 0.97 -0.43 1.72  0.1158

=====

Entry 2:
Here is a 2-piece molecular cluster, C5H10NO3 overall from OMol25. Energies are from ωB97M-V/def2-TZVPD.

multiplicity: 1
frontier orbital gap: 0.302 Ha
relative energy (zero: lowest compared OMol25 entry of this formula, charge and spin): 76.4 kJ/mol
maximum force: 2.800 eV Å⁻¹
total charge: -1
DFT total energy: -477.07287 Ha
HOMO: -4.4 eV

Last column: Löwdin charge in e.
Atoms and positions in Å:
H -0.69 -2.14 0.33  0.1141
H 0.12 -0.73 -0.09  0.0578
C 2.29 -0.95 -1.94  -0.0558
H -2.17 2.46 1.08  0.0593
C -0.82 0.94 1.89  -0.1662
C -0.87 -0.58 1.71  -0.5547
H -0.84 2.15 0.05  0.0545
H 2.47 -1.81 -2.59  0.0536
H 2.40 -1.27 -0.90  0.0549
O 0.67 0.74 -1.41  -0.1064
H 0.13 1.36 2.23  0.1068
N -0.46 -1.20 0.60  0.1929
O -1.44 -1.21 2.61  -0.0324
O 0.19 -0.72 -3.00  -0.0905
H -1.33 0.98 2.85  0.0915
H -2.12 0.91 0.20  0.0759
C 0.91 -0.30 -2.07  -0.8138
C -1.53 1.64 0.73  -0.1009
H 3.09 -0.29 -2.27  0.0594

=====

Entry 3:
Here is an isolated ion of composition C5H10NO4 and charge -1 from OMol25. Energies are from ωB97M-V/def2-TZVPD.

multiplicity: 1
frontier orbital gap: 0.280 Ha
relative energy (zero: lowest compared OMol25 entry of this formula, charge and spin): 0.0 kJ/mol
maximum force: 0.934 eV Å⁻¹
total charge: -1
SMILES string: C[C@H](O)CONCC(=O)[O-]
DFT total energy: -552.23259 Ha
HOMO: -4.3 eV

Last column: Löwdin charge in e.
Atoms and positions in Å:
H 1.04 -0.69 1.67  0.1215
N -1.23 -0.54 -0.56  -0.0562
O -3.13 1.16 -1.44  -0.0889
C -2.39 -0.35 0.28  -0.1468
H -2.89 -1.29 0.54  0.1037
O -4.52 0.64 0.27  -0.0910
C 2.91 0.81 0.36  -0.0538
C 1.99 -0.26 -0.20  -0.4417
C -3.46 0.59 -0.37  -0.7399
H 2.50 -1.23 -0.19  0.1344
C 0.74 -0.36 0.67  -0.2056
H 3.93 0.69 0.00  0.0702
H -1.45 -1.10 -1.37  0.1159
H 0.32 0.64 0.76  0.1325
H 2.90 0.78 1.44  0.0727
O -0.21 -1.25 0.16  -0.1592
H 0.79 -0.26 -1.73  0.0740
H 2.54 1.78 0.04  0.0836
H -2.04 0.12 1.19  0.1061
O 1.65 0.11 -1.52  -0.0316

=====

Entry 4:
Here is C5H10NOP as an isolated structure from OMol25. Energies are from ωB97M-V/def2-TZVPD.

multiplicity: 1
frontier orbital gap: 0.405 Ha
relative energy (zero: lowest compared OMol25 entry of this formula, charge and spin): 180.5 kJ/mol
maximum force: 3.665 eV Å⁻¹
DFT total energy: -667.79712 Ha
HOMO: -10.9 eV

Last column: Löwdin charge in e.
Atoms and positions in Å:
C 0.03 -1.32 1.64  -0.2511
H 0.33 2.24 -0.05  0.0521
H 1.80 2.13 1.79  0.0588
H -2.36 -0.88 -0.57  0.0607
N 0.47 -2.25 2.17  0.0138
O -1.85 1.33 1.11  -0.3371
H -0.11 -1.95 -0.78  0.0307
H 1.23 0.43 2.01  0.0051
C -1.56 -0.42 -1.08  -0.3059
H -1.78 0.46 -1.66  0.0754
C 1.61 1.19 1.34  -0.1143
H -1.21 -2.06 -2.36  0.0546
C 0.70 1.28 0.06  -0.2923
H 1.19 0.98 -0.84  0.0681
C -0.56 -1.50 -1.69  -0.1201
P -0.87 0.41 0.42  0.7797
H 2.56 0.89 0.83  0.0878
H 0.38 -0.97 -2.35  0.1341

=====

Entry 5:
Here is a 2-piece molecular cluster, C5H10NP overall from OMol25. Energies are from ωB97M-V/def2-TZVPD.

multiplicity: 1
frontier orbital gap: 0.303 Ha
relative energy (zero: lowest compared OMol25 entry of this formula, charge and spin): 187.1 kJ/mol
maximum force: 3.983 eV Å⁻¹
DFT total energy: -592.50823 Ha
HOMO: -8.2 eV

Last column: Löwdin charge in e.
Atoms and positions in Å:
H -0.32 -1.98 -1.51  0.0625
H 0.74 -2.21 -0.11  0.0587
C -0.26 -1.92 -0.43  -0.1946
H 3.01 1.11 0.31  0.0826
H -0.62 -0.46 1.14  0.0561
H 0.12 1.70 -1.71  0.0153
P -1.98 0.33 -0.73  0.8566
C -2.55 1.26 0.54  -0.3436
C 2.25 0.34 0.45  -0.0805
N 0.99 1.56 -1.21  0.1104
H 1.98 0.28 1.50  0.0790
H 2.66 -0.62 0.14  0.0783
H -3.38 1.93 0.39  -0.0269
H -2.15 1.20 1.54  -0.0074
H -0.97 -2.65 -0.01  0.0689
C -0.61 -0.54 0.06  -0.5118
C 1.08 0.68 -0.36  -0.3036

=====

Entry 6:
Here is a 2-piece molecular cluster, C5H10NP overall from OMol25. Energies are from ωB97M-V/def2-TZVPD.

multiplicity: 1
frontier orbital gap (alpha / beta): 0.270 / 0.287 Ha
relative energy (zero: lowest compared OMol25 entry of this formula, charge and spin): 299.8 kJ/mol
maximum force: 4.078 eV Å⁻¹
DFT total energy: -592.46530 Ha
HOMO (alpha / beta): -8.5 / -8.7 eV

Last column: Löwdin charge in e.
Atoms and positions in Å:
H -0.06 -1.56 1.59  0.0629
P -2.97 -0.30 0.65  0.6617
H 1.81 -1.35 1.44  0.0905
H 1.99 0.43 0.22  0.1442
C 0.79 -1.22 0.99  -0.1071
C 0.93 0.28 0.66  -0.2202
C -0.85 1.78 -0.32  -0.3173
C -0.10 -0.07 -1.76  -0.0789
H -1.00 -0.04 -2.34  0.0566
H -3.43 0.90 0.50  -0.2986
C -0.08 0.63 -0.41  -0.3215
N -1.39 2.82 -0.36  0.1513
H 0.72 -1.72 0.04  0.0342
H 0.60 0.40 -2.57  0.1277
H -0.04 -1.19 -1.57  0.0814
H 0.84 0.93 1.54  0.1140
H -2.35 -0.18 1.96  -0.1809

=====

Entry 7:
Here is an isolated ion of composition C5H10NS and charge +1 from OMol25. Energies are from ωB97M-V/def2-TZVPD.

multiplicity: 1
frontier orbital gap: 0.349 Ha
relative energy (zero: lowest compared OMol25 entry of this formula, charge and spin): 185.1 kJ/mol
maximum force: 5.194 eV Å⁻¹
total charge: +1
DFT total energy: -649.15486 Ha
HOMO: -14.4 eV

Last column: Löwdin charge in e.
Atoms and positions in Å:
H 0.21 1.70 -0.78  0.1227
H -1.93 0.37 -1.91  0.1095
C 0.10 -1.35 0.25  -0.0999
S 1.74 2.27 1.40  0.9100
H -1.95 -1.39 -0.37  0.1354
H 1.03 -1.85 0.09  0.1292
C -0.51 0.91 -0.36  -0.1602
H -1.34 1.53 0.07  0.1563
C -1.00 0.05 -1.55  -0.1038
H 2.88 2.25 2.33  0.0115
H -0.26 0.13 -2.31  0.1039
C -0.95 -1.28 -0.81  -0.1630
H -0.93 -2.14 -1.42  0.1116
C 1.19 0.67 1.48  -0.4147
N 0.31 0.10 0.57  -0.1180
H -0.22 -1.80 1.16  0.1260
H 1.64 -0.15 2.15  0.1434

=====

Entry 8:
Here is an isolated ion of composition C5H10NS and charge +1 from OMol25. Energies are from ωB97M-V/def2-TZVPD.

multiplicity: 1
frontier orbital gap: 0.319 Ha
relative energy (zero: lowest compared OMol25 entry of this formula, charge and spin): 348.5 kJ/mol
maximum force: 3.354 eV Å⁻¹
total charge: +1
DFT total energy: -649.09266 Ha
HOMO: -12.4 eV

Last column: Löwdin charge in e.
Atoms and positions in Å:
C 0.95 1.04 0.94  -0.1961
H -2.51 -0.64 -0.57  0.1687
H 0.93 2.84 -1.22  -0.1077
H -1.69 -1.58 0.87  0.2215
H 1.77 1.70 0.69  0.0964
H -1.23 1.30 0.43  0.0398
H -0.42 -0.82 -1.88  0.1402
C 1.54 -0.34 0.62  -0.0364
H 1.25 -2.29 -0.18  0.1107
H 0.81 1.28 2.04  0.1477
C -0.41 -0.76 -0.75  -0.1554
S -0.31 2.36 -1.24  0.8406
N -1.80 -1.30 -0.19  0.1616
C -0.25 1.23 0.02  -0.5705
C 0.82 -1.29 -0.11  -0.1065
H 2.47 -0.51 1.12  0.1056
H -1.93 -2.22 -0.60  0.1397

=====

What is the DFT total energy in the third record? -552.23259 Ha